Entry 1:
{
  "formula": "C34H75ClFIN18O9PSi",
  "method": "wB97M-V/def2-TZVPD",
  "total_charge": 1,
  "homo_energy_ha": -0.3917,
  "spin_multiplicity": 1,
  "lumo_ev": -3.51,
  "gap_ev": 7.15,
  "elements": ["C", "C", "N", "C", "C", "C", "I", "C", "C", "N", "C", "C", "C", "C", "C", "C", "C", "C", "Si", "C", "C", "C", "C", "C", "C", "C", "C", "C", "N", "C", "C", "O", "F", "N", "C", "P", "O", "Cl", "H", "H", "H", "H", "H", "H", "H", "H", "H", "H", "H", "H", "H", "H", "H", "H", "H", "H", "H", "H", "H", "H", "H", "H", "H", "H", "H", "H", "H", "H", "H", "H", "H", "H", "H", "H", "H", "H", "H", "H", "H", "H", "H", "H", "H", "H", "H", "C", "O", "N", "N", "H", "H", "H", "H", "C", "O", "N", "N", "H", "H", "H", "H", "C", "O", "N", "N", "H", "H", "H", "H", "C", "O", "N", "N", "H", "H", "H", "H", "C", "O", "N", "N", "H", "H", "H", "H", "C", "O", "N", "N", "H", "H", "H", "H", "C", "O", "N", "N", "H", "H", "H", "H"],
  "xyz": [[4.239, 1.581, -0.086], [3.007, 1.104, -0.954], [3.003, -0.365, -1.059], [2.029, -1.040, -0.209], [0.663, -1.471, -0.899], [0.676, -2.119, -2.311], [-0.760, -0.940, -3.537], [1.951, -2.073, -3.224], [3.135, -3.025, -2.818], [-0.152, -2.096, 0.190], [-0.884, -3.345, -0.068], [-2.367, -3.181, -0.629], [-3.462, -3.153, 0.487], [-4.247, -1.806, 0.676], [-4.572, -1.009, -0.628], [-5.366, 0.355, -0.346], [-4.441, 1.618, -0.639], [-3.681, 2.009, 0.698], [-3.008, 3.790, 0.731], [-4.350, 5.082, 0.238], [-2.569, 4.177, 2.550], [-1.428, 4.075, -0.294], [-0.774, 3.063, -1.140], [0.398, 3.478, -1.898], [1.000, 4.803, -1.860], [0.359, 5.816, -1.016], [-0.840, 5.414, -0.271], [0.620, -2.413, 1.359], [0.196, -1.957, 2.472], [-1.019, -1.135, 2.563], [-1.323, -0.706, 4.018], [-0.874, -1.173, 4.967], [-2.188, 0.329, 4.171], [1.809, -3.177, 1.188], [2.759, -2.210, 0.547], [3.625, -1.340, 2.037], [3.497, -2.491, 3.291], [5.671, -1.114, 1.668], [4.553, 2.574, -0.488], [4.026, 1.605, 1.001], [5.104, 0.899, -0.295], [3.216, 1.503, -1.984], [2.044, 1.559, -0.639], [3.922, -0.765, -0.900], [1.735, -0.215, 0.515], [0.174, -0.464, -1.036], [0.286, -3.150, -2.443], [1.618, -2.411, -4.240], [2.250, -1.008, -3.380], [2.989, -3.581, -1.869], [3.258, -3.803, -3.616], [4.081, -2.432, -2.851], [-1.058, -3.827, 0.943], [-0.317, -4.144, -0.625], [-2.392, -2.350, -1.360], [-2.541, -4.116, -1.222], [-4.219, -3.954, 0.291], [-3.030, -3.416, 1.496], [-3.791, -1.111, 1.435], [-5.237, -2.093, 1.130], [-5.044, -1.604, -1.439], [-3.584, -0.663, -1.043], [-5.631, 0.371, 0.737], [-6.244, 0.320, -1.026], [-5.078, 2.454, -1.029], [-3.707, 1.412, -1.462], [-2.815, 1.308, 0.801], [-4.405, 1.911, 1.551], [-4.130, 5.992, 0.851], [-5.382, 4.709, 0.409], [-4.178, 5.347, -0.837], [-3.509, 4.179, 3.161], [-1.937, 3.359, 3.002], [-2.012, 5.127, 2.703], [-1.194, 2.035, -1.183], [0.874, 2.731, -2.566], [1.883, 5.114, -2.449], [0.741, 6.854, -0.949], [-1.316, 6.211, 0.335], [0.715, -2.171, 3.328], [-0.825, -0.190, 1.989], [-1.868, -1.643, 2.053], [1.646, -3.991, 0.600], [3.569, -2.703, -0.030], [4.327, -2.506, 3.788], [3.058, 4.733, 1.592], [3.725, 5.082, 0.621], [1.700, 4.867, 1.633], [3.620, 4.183, 2.708], [1.137, 4.591, 2.415], [1.248, 5.273, 0.821], [4.622, 4.068, 2.711], [3.095, 3.892, 3.510], [9.649, -2.227, 0.630], [9.754, -1.188, 1.261], [8.458, -2.884, 0.492], [10.711, -2.822, 0.011], [8.346, -3.738, -0.020], [7.657, -2.473, 0.936], [11.601, -2.367, 0.092], [10.646, -3.674, -0.511], [7.700, 3.505, 1.615], [6.825, 2.704, 1.923], [8.990, 3.376, 2.033], [7.452, 4.590, 0.827], [9.721, 4.018, 1.793], [9.207, 2.587, 2.614], [6.507, 4.716, 0.500], [8.150, 5.258, 0.562], [1.776, -0.631, 8.694], [2.489, 0.172, 9.272], [1.125, -0.331, 7.530], [1.567, -1.898, 9.161], [0.534, -0.973, 7.038], [1.255, 0.591, 7.159], [2.030, -2.153, 10.014], [0.986, -2.572, 8.703], [-4.570, -4.836, -3.684], [-4.439, -3.806, -3.038], [-5.767, -5.474, -3.816], [-3.523, -5.432, -4.329], [-5.895, -6.318, -4.341], [-6.557, -5.063, -3.356], [-2.626, -4.988, -4.252], [-3.603, -6.275, -4.865], [-2.605, -2.749, -7.902], [-2.171, -1.613, -8.004], [-2.776, -3.571, -8.980], [-2.958, -3.294, -6.699], [-3.130, -4.505, -8.919], [-2.527, -3.202, -9.879], [-2.847, -2.717, -5.885], [-3.317, -4.223, -6.590], [-8.746, 2.388, -0.780], [-7.676, 2.880, -1.109], [-9.888, 2.567, -1.504], [-8.887, 1.617, 0.338], [-10.775, 2.173, -1.253], [-9.822, 3.128, -2.332], [-8.067, 1.464, 0.895], [-9.754, 1.204, 0.626]]
}


Entry 2:
{
  "formula": "C2H15O5S",
  "method": "wB97M-V/def2-TZVPD",
  "total_charge": -1,
  "homo_energy_ha": -0.1389,
  "spin_multiplicity": 1,
  "lumo_ev": 3.27,
  "gap_ev": 7.05,
  "elements": ["C", "C", "S", "H", "H", "H", "H", "H", "H", "H", "O", "H", "H", "O", "H", "H", "O", "H", "H", "O", "H", "H", "O"],
  "xyz": [[-1.310, 2.962, 0.199], [0.406, 3.052, 0.399], [1.083, 1.421, -0.200], [-1.756, 2.427, 1.055], [-1.510, 2.499, -0.723], [-1.700, 4.008, 0.039], [0.800, 3.261, 1.408], [0.724, 3.905, -0.189], [0.656, -0.685, 2.669], [1.506, 0.142, 1.764], [1.540, -0.634, 2.463], [1.293, -2.508, 2.095], [2.449, -2.806, 1.000], [1.941, -3.195, 1.763], [-0.243, -3.712, 0.306], [-0.170, -2.271, 0.601], [-0.778, -3.039, 0.689], [-1.362, -0.032, -1.314], [-1.293, 0.748, -2.459], [-1.902, 0.072, -2.157], [0.406, -1.868, -2.676], [-0.738, -1.539, -3.291], [-0.042, -2.209, -3.442]]
}


Entry 3:
{
  "formula": "C27H34GaN6O5",
  "method": "wB97M-V/def2-TZVPD",
  "total_charge": 1,
  "homo_energy_ha": -0.3756,
  "spin_multiplicity": 1,
  "lumo_ev": -2.88,
  "gap_ev": 7.34,
  "elements": ["Ga", "C", "C", "O", "C", "C", "C", "N", "N", "C", "O", "C", "C", "C", "C", "C", "C", "H", "H", "H", "H", "H", "H", "H", "H", "H", "H", "H", "H", "C", "C", "C", "O", "C", "H", "H", "H", "H", "H", "H", "H", "H", "O", "C", "N", "C", "O", "C", "C", "C", "C", "N", "C", "H", "H", "H", "H", "H", "H", "H", "H", "C", "N", "C", "C", "N", "C", "H", "H", "H", "H", "H", "H"],
  "xyz": [[1.297, -0.457, -1.270], [2.131, -1.967, -5.129], [1.591, -1.018, -4.095], [1.811, -1.377, -2.862], [0.918, 0.113, -4.487], [0.532, 1.182, -3.630], [0.029, 2.456, -4.235], [0.672, 1.079, -2.336], [0.473, 2.218, -1.550], [1.049, 2.049, -0.402], [1.705, 0.951, -0.070], [0.986, 3.124, 0.614], [0.010, 4.113, 0.532], [-0.046, 5.109, 1.493], [0.875, 5.128, 2.533], [1.850, 4.143, 2.615], [1.903, 3.140, 1.660], [2.829, -2.660, -4.666], [2.632, -1.427, -5.930], [1.315, -2.539, -5.574], [0.797, 0.274, -5.548], [-0.361, 2.271, -5.233], [0.847, 3.175, -4.310], [-0.732, 2.908, -3.603], [-0.702, 4.085, -0.281], [-0.807, 5.875, 1.431], [0.831, 5.911, 3.279], [2.571, 4.162, 3.422], [2.662, 2.372, 1.710], [-1.072, -1.739, 3.550], [-1.341, -0.223, 3.525], [-0.440, 0.301, 2.393], [0.138, -0.855, 1.768], [0.229, -1.857, 2.769], [-1.860, -2.284, 3.029], [-0.993, -2.137, 4.561], [-1.067, 0.238, 4.473], [-2.390, 0.001, 3.341], [0.358, 0.944, 2.775], [-0.988, 0.858, 1.633], [1.096, -1.672, 3.420], [0.363, -2.819, 2.271], [-6.375, 1.481, -1.307], [-6.135, 0.888, -0.057], [-5.085, -0.114, -0.110], [-3.784, 0.232, 0.049], [-3.409, 1.332, 0.408], [-2.771, -0.843, -0.237], [-2.949, -2.186, 0.048], [-1.912, -3.075, -0.203], [-0.730, -2.586, -0.711], [-0.554, -1.285, -0.982], [-1.553, -0.431, -0.753], [-5.703, 2.151, -1.469], [-7.058, 0.399, 0.241], [-5.843, 1.620, 0.693], [-5.293, -0.966, -0.606], [-3.875, -2.541, 0.485], [-2.014, -4.130, 0.008], [0.108, -3.238, -0.914], [-1.377, 0.618, -0.960], [4.629, -2.476, 2.482], [3.799, -2.458, 1.283], [3.702, -3.468, 0.348], [2.856, -3.022, -0.612], [2.433, -1.756, -0.266], [3.027, -1.449, 0.877], [4.485, -3.416, 3.009], [4.331, -1.655, 3.128], [5.677, -2.364, 2.215], [4.246, -4.391, 0.448], [2.544, -3.493, -1.527], [2.883, -0.522, 1.406]]
}


Entry 4:
{
  "formula": "C48H35Cl2N3O6P2RuSTe",
  "method": "wB97M-V/def2-TZVPD",
  "total_charge": 0,
  "homo_energy_ha": [-0.2771, -0.2771],
  "spin_multiplicity": 5,
  "lumo_ev": [-0.19, -1.95],
  "gap_ev": [7.35, 5.59],
  "elements": ["Ru", "Te", "C", "C", "C", "N", "C", "C", "C", "P", "C", "C", "C", "C", "C", "C", "C", "C", "C", "C", "C", "C", "P", "C", "C", "C", "C", "C", "C", "C", "C", "C", "C", "C", "C", "H", "H", "H", "H", "H", "H", "H", "H", "H", "H", "H", "H", "H", "H", "H", "H", "H", "H", "H", "H", "H", "H", "H", "H", "Cl", "C", "C", "C", "Cl", "C", "C", "C", "C", "N", "C", "C", "O", "H", "H", "H", "H", "O", "C", "N", "S", "O", "O", "C", "C", "C", "C", "C", "C", "H", "H", "H", "H", "C", "O", "C", "O", "H", "H", "H"],
  "xyz": [[0.218, 0.114, 0.482], [-1.052, 4.065, 0.902], [-2.236, 5.483, -0.144], [-2.001, 5.738, -1.487], [-2.805, 6.662, -2.137], [-3.789, 7.333, -1.539], [-3.986, 7.099, -0.244], [-3.242, 6.191, 0.496], [-0.883, 2.691, -0.729], [0.780, 2.010, -0.803], [1.251, 1.776, -2.551], [2.454, 1.116, -2.802], [2.879, 0.912, -4.104], [2.115, 1.393, -5.161], [0.941, 2.087, -4.911], [0.502, 2.272, -3.608], [1.903, 3.376, -0.359], [2.579, 3.432, 0.853], [3.277, 4.585, 1.196], [3.292, 5.673, 0.341], [2.623, 5.613, -0.877], [1.936, 4.466, -1.230], [-2.041, 1.205, -0.525], [-3.591, 2.164, -0.282], [-4.331, 2.004, 0.890], [-5.519, 2.691, 1.066], [-5.993, 3.532, 0.064], [-5.252, 3.718, -1.089], [-4.040, 3.055, -1.247], [-1.961, 0.439, -2.203], [-1.123, -0.670, -2.350], [-0.949, -1.291, -3.578], [-1.632, -0.820, -4.686], [-2.517, 0.239, -4.544], [-2.686, 0.859, -3.315], [-1.215, 5.218, -2.021], [-2.653, 6.882, -3.189], [-4.792, 7.656, 0.223], [-3.459, 6.025, 1.544], [3.058, 0.784, -1.966], [3.803, 0.385, -4.302], [2.442, 1.228, -6.180], [0.357, 2.486, -5.732], [-0.425, 2.796, -3.410], [2.553, 2.592, 1.531], [3.802, 4.632, 2.142], [3.829, 6.572, 0.618], [2.633, 6.464, -1.547], [1.415, 4.412, -2.178], [-3.971, 1.330, 1.657], [-6.088, 2.560, 1.978], [-6.932, 4.057, 0.194], [-5.602, 4.391, -1.862], [-3.428, 3.261, -2.114], [-0.647, -1.111, -1.479], [-0.305, -2.158, -3.660], [-1.492, -1.290, -5.652], [-3.086, 0.586, -5.398], [-3.411, 1.654, -3.235], [1.862, -4.587, 1.615], [1.308, -3.402, 2.735], [1.395, -3.657, 4.106], [0.980, -2.725, 5.016], [1.134, -3.060, 6.714], [0.440, -1.495, 4.590], [0.036, -0.452, 5.449], [-0.494, 0.695, 4.925], [-0.628, 0.810, 3.535], [-0.240, -0.131, 2.706], [0.305, -1.275, 3.198], [0.776, -2.217, 2.234], [0.711, -1.951, 0.959], [1.814, -4.596, 4.443], [0.166, -0.568, 6.516], [-0.808, 1.510, 5.561], [-1.075, 1.694, 3.093], [-3.454, -0.327, -0.241], [-3.202, -1.545, -0.005], [-2.009, -2.040, 0.188], [-2.088, -3.689, 0.324], [-1.446, -4.310, -0.798], [-1.712, -4.101, 1.646], [-3.862, -3.810, 0.149], [-4.718, -4.891, 0.141], [-6.077, -4.630, 0.000], [-6.553, -3.327, -0.124], [-5.677, -2.248, -0.131], [-4.328, -2.522, 0.005], [-4.348, -5.903, 0.236], [-6.777, -5.455, -0.013], [-7.618, -3.156, -0.220], [-6.017, -1.226, -0.239], [2.778, -1.579, -0.924], [3.130, -0.698, 0.157], [2.199, -0.029, 0.802], [2.425, 0.596, 1.809], [3.572, -1.498, -1.661], [1.825, -1.301, -1.369], [2.711, -2.593, -0.542]]
}


For reference, ΔE to the lowest compared entry with this formula, charge and spin by record: 49.11 44.79 0.00 38.12 kcal per mole.
For reference, largest force on an atom by record: 3.60 4.04 0.74 1.35 eV/Å.